[1]
DFT (wB97M-V/def2-TZVPD) results for 9 unconnected molecules or ions with the total composition C40H105N7O15 in a non-equilibrium geometry.

Geometry as XYZ:
```
167
Properties=species:S:1:pos:R:3:forces:R:3
O -4.939900 3.696460 3.521298 -1.5 0.9 1.0
O 4.578808 0.461812 0.930643 -0.3 0.2 -0.9
O -2.382927 -0.225876 -0.443881 -0.2 -0.4 1.0
O 4.541236 -2.977162 4.325219 -0.4 -0.6 0.6
O 2.297551 1.379254 5.412027 1.1 0.3 -0.2
O 1.463841 4.801367 -3.099560 -0.8 0.3 -0.5
O 3.517619 -2.744296 -2.143465 1.8 -0.4 0.2
O -3.853685 -1.742649 1.836279 -0.6 -0.6 -0.4
O -2.416103 -0.593747 -3.416764 -0.1 -0.6 0.4
O -1.456570 -4.170543 2.894267 0.8 0.2 -0.9
O 7.786865 2.697314 -2.656233 0.5 -2.3 -0.4
O -5.803785 2.222765 -4.719477 0.1 -0.6 0.6
O 0.075034 0.186396 1.290606 1.0 -0.2 0.4
O -1.018563 4.040934 0.260376 0.0 0.2 -0.7
O -1.473478 -7.292478 -0.347030 -0.7 0.1 0.4
N -3.779354 1.026687 2.822934 0.8 0.5 2.2
N 1.784754 -1.984453 -0.238790 -0.7 0.1 0.0
N -3.325608 1.400382 -6.386405 1.1 2.3 1.0
N -1.074889 3.708911 -2.693440 0.8 -1.2 -0.8
N 1.318284 -1.503410 5.533017 -0.4 0.2 0.1
N 5.576937 2.709550 -0.916973 0.6 -1.0 0.6
N -0.638350 -4.573292 0.125218 0.2 -0.7 -1.4
C -1.043453 -4.195910 4.240040 0.0 0.1 -0.1
C -6.139654 1.121305 -3.869165 0.4 -0.1 -1.3
C -2.389188 -2.022843 -3.298308 0.1 0.5 -0.1
C 1.043027 1.007670 5.847893 -1.4 -0.6 0.3
C -1.290351 -5.084433 -1.113563 -0.7 0.0 0.7
C -3.011740 -0.100150 3.411850 0.1 0.4 -1.5
C 2.589795 -1.614793 4.851305 1.1 0.0 0.8
C -2.209428 -8.331869 0.267149 -1.2 1.1 0.0
C 1.412652 -0.358905 -1.986841 -0.2 1.1 -1.8
C 0.111649 2.835514 -2.932293 -1.0 -0.2 -0.3
C 0.534488 -0.278704 5.230581 0.4 -1.5 -0.5
C 2.184580 5.672314 -3.937476 0.6 0.1 0.9
C 7.292445 3.840777 -2.086496 -0.5 1.1 0.7
C 2.209241 -2.704011 -2.524020 -0.8 -0.8 -1.8
C 9.163297 2.401880 -2.393629 -0.6 0.3 -1.6
C 3.320344 -2.946883 5.090342 0.0 0.6 -0.3
C -4.684095 1.006178 -6.631781 -0.9 -1.1 0.5
C -0.079209 3.918283 1.306878 0.6 -0.6 -0.2
C -1.186673 -3.370685 0.685038 -1.7 1.0 0.1
C 1.343664 -1.833846 -1.688102 0.2 -0.1 2.2
C -5.774878 1.947690 -6.090495 0.1 -0.8 -0.5
C -1.969732 3.067707 -1.800755 0.3 -0.4 1.7
C 1.048577 3.653614 -3.793104 0.4 -1.9 0.0
C 5.791953 3.701377 -1.957057 -0.3 -1.6 0.1
C -4.020867 3.482746 2.511935 0.7 -0.5 0.1
C -2.343932 -0.207348 -4.787633 0.1 -0.1 0.5
C 4.329913 -1.607582 -2.232149 -0.5 1.3 0.8
C -0.776485 -3.168486 2.116646 0.6 0.2 0.4
C -6.163806 4.319764 3.106441 1.1 0.4 -0.1
C 4.216939 2.292692 -0.682000 -0.2 -1.0 -1.3
C -3.087367 2.347168 3.018889 -0.1 -0.9 -2.8
C 5.137213 -4.273455 4.393334 -0.4 -0.4 -1.3
C -3.769801 -1.392020 3.185961 -1.0 0.8 1.1
C -4.746678 -2.885597 1.686998 1.5 0.9 0.3
C 3.873882 1.660139 0.646163 0.3 0.1 0.1
C 2.175048 2.305706 4.379654 -0.8 1.3 -0.7
C -2.294169 -6.251183 -0.852906 0.5 0.9 -1.0
C 4.233930 -0.008042 2.208232 0.8 0.7 0.5
C -1.449097 2.810208 -0.352525 -0.2 -0.1 0.3
C -2.911635 1.213988 -4.955250 1.1 -0.8 -1.0
H -1.847802 -4.262606 -1.570728 0.1 0.0 -0.1
H 3.213316 5.335297 -4.082162 0.0 -0.5 -0.5
H -0.770376 4.560408 -2.260338 0.4 0.5 0.1
H -2.083616 1.916798 -4.692496 -0.9 -0.3 -0.3
H -3.384071 -2.193871 3.795753 0.6 -0.6 0.1
H 9.415238 1.317736 -2.470843 -0.7 0.8 0.2
H -3.258585 2.445017 -6.488925 -0.1 -1.3 -0.4
H 3.540141 -3.087437 6.148006 0.2 0.1 0.3
H -2.373304 2.518942 0.148526 0.2 -0.6 0.4
H 1.493401 -1.513736 6.513454 0.0 -0.1 0.9
H -3.078274 -2.476023 -4.051495 0.5 0.1 0.6
H 3.172885 -0.043208 2.446032 -0.4 -0.5 -0.6
H 0.311722 -2.153739 -1.852353 0.0 -0.1 0.4
H 2.809432 -1.940071 -0.255615 -0.6 -0.1 0.2
H -0.953366 -2.430380 0.115515 0.2 -1.0 0.2
H -2.961992 -8.736936 -0.432780 0.2 0.0 0.3
H -1.111139 -2.164498 2.449781 0.3 -0.4 -0.1
H 5.347862 -1.975043 -2.132768 0.1 0.3 -0.5
H 3.302992 -0.822239 5.089438 0.0 0.2 0.1
H 1.760382 3.266782 4.783745 -0.1 -0.7 -0.4
H -2.690855 -7.985260 1.204612 -0.1 0.1 -0.5
H 0.531759 3.723859 -4.781766 0.3 1.1 0.6
H 1.939257 -3.768304 -2.461368 -0.5 0.3 0.1
H 4.082864 -0.976914 -3.100563 0.5 -0.5 -0.3
H -0.685175 1.998375 -0.229066 -0.5 0.8 -0.2
H -0.483053 -0.450135 5.601019 0.0 0.0 0.0
H 4.585900 0.755001 2.903345 0.4 -0.1 0.6
H -6.155392 1.535422 -2.887661 -0.2 0.1 0.8
H 0.635829 3.109222 1.028158 -0.2 0.5 0.5
H 0.537476 2.431483 -2.003597 0.4 0.6 0.0
H -4.787924 -0.024319 -6.247757 -0.1 0.3 0.0
H -2.845789 2.467943 4.053391 -0.1 0.2 0.7
H -4.892673 0.918021 -7.704257 0.2 0.1 0.0
H -4.804551 -1.249515 3.547726 0.2 0.2 0.1
H 1.945516 3.063501 -3.976678 0.3 -0.3 -0.3
H -2.312228 -3.375221 0.772227 0.7 -0.1 -0.4
H -0.663551 -5.338769 0.783576 0.1 0.1 0.3
H 6.153683 -4.264593 3.970605 -0.4 0.4 0.2
H -1.309452 -0.284288 -5.138539 0.1 0.3 0.0
H 0.475815 4.861490 1.475182 -0.4 -0.3 -0.5
H 2.372973 -1.500021 3.832464 -0.2 -0.1 -1.7
H -2.595320 -0.353796 -1.366102 0.0 0.1 -0.7
H 1.067978 0.897827 6.936086 0.1 0.0 0.0
H -0.553071 3.673854 2.264736 0.0 -0.2 -0.1
H 1.541795 1.910519 3.562516 0.0 0.3 0.3
H -5.496035 2.870678 -6.550220 -0.3 1.0 -0.3
H 0.556566 0.144076 -1.543355 0.0 0.1 0.2
H 7.544799 4.708312 -2.662316 0.2 0.8 -0.7
H -4.613706 3.168947 1.650030 0.5 -0.3 -0.6
H 2.840746 1.393708 0.492134 -0.9 0.0 0.5
H 7.703481 4.041848 -1.071658 -0.2 -0.4 -0.3
H 0.270139 1.755233 5.612780 0.2 0.3 0.2
H -3.947498 0.823536 1.863570 0.1 0.1 -0.9
H 2.324875 0.132793 -1.623212 -0.3 -0.3 0.0
H 1.662481 5.841900 -4.863031 -0.1 0.1 -0.5
H -3.180357 -5.950594 -0.230912 1.0 -0.4 0.1
H -1.546537 -9.085150 0.576274 1.1 -1.1 0.1
H 3.498830 3.120488 -0.814783 0.4 -0.1 0.0
H -5.655905 -2.769167 2.279849 -0.1 0.3 -0.2
H -0.166844 1.855976 -3.469358 0.0 1.6 0.3
H -2.109896 2.353694 2.443211 -0.9 0.1 0.6
H 0.474641 -0.277873 4.127138 -0.1 0.6 0.3
H 9.359221 2.820430 -1.439631 0.8 0.1 1.1
H 4.175849 -0.881608 -1.396107 0.1 -0.6 -0.1
H 3.102535 2.603692 3.917017 0.7 -0.4 0.2
H -0.574725 -5.479678 -1.856122 0.0 0.3 0.4
H 1.331400 -0.127853 -3.107992 0.2 -0.5 1.3
H -6.733265 4.474662 4.023453 -0.1 0.1 -0.3
H 5.213559 3.465841 -2.891763 0.8 0.1 0.3
H 3.972726 2.369334 1.490276 0.0 -0.1 -0.3
H -2.722828 -6.522400 -1.850498 0.2 -0.1 0.6
H -2.875199 -0.904706 0.063344 0.2 0.5 -0.2
H 2.057867 -2.400813 -3.591559 0.4 -0.1 0.3
H -1.350167 -3.219392 4.682110 0.6 -0.6 0.3
H -4.913374 -2.898997 0.617529 -0.4 -0.6 -0.1
H 0.061599 -4.407458 4.326700 -1.0 0.4 0.1
H 5.359574 4.551345 -1.529361 -0.5 1.9 0.2
H -2.271525 2.113182 -2.217227 -0.2 -0.3 0.0
H -5.415967 0.281613 -3.918470 -0.1 0.5 0.0
H -2.730926 -2.267812 -2.284736 0.2 -0.1 -0.3
H -3.740458 1.367492 -4.292245 -0.1 0.1 0.5
H -3.478234 4.418791 2.255975 0.0 -0.5 0.1
H 0.360129 -3.210621 2.197649 -1.2 -0.2 0.3
H -0.693487 0.062489 0.738267 -0.6 -0.1 -0.5
H -2.835376 0.055700 4.479846 -0.2 0.1 -0.1
H 5.182713 -4.675717 5.396923 0.0 0.1 0.5
H 6.137006 1.878459 -1.137020 -0.3 0.4 0.2
H 4.566233 -5.016819 3.768455 0.2 0.6 0.5
H -1.621807 -5.022574 4.677396 0.3 0.3 0.2
H 4.765487 -0.943657 2.373720 -0.3 0.0 0.1
H 0.736076 -0.462215 0.960269 -0.3 0.2 -0.1
H -6.711262 3.699889 2.401388 -0.2 -0.4 0.0
H -1.349779 -2.380183 -3.445181 -0.5 -0.1 0.0
H 1.523760 -2.870144 0.230480 0.1 0.5 -0.9
H -2.021304 -0.181050 2.904279 -0.2 0.0 0.4
H -4.208944 -3.758437 2.082817 -0.2 -0.1 -0.4
H 2.660383 -3.755012 4.824946 -0.3 -0.6 -0.4
H -5.994906 5.279657 2.556079 0.1 -0.4 0.7
H 3.951043 1.511625 -1.461564 -0.1 0.7 0.5
H 9.730427 2.930137 -3.173880 0.3 -0.1 0.3
H -7.099036 0.705927 -4.166534 -0.4 0.0 0.1
H -2.856859 3.643655 -1.613308 -0.5 0.6 -0.4
H -2.856233 -1.021350 -5.289284 -0.6 0.4 -0.9
H -6.765068 1.622593 -6.478339 0.3 0.1 0.3
H 2.328649 6.593077 -3.391871 -0.4 0.5 0.1
```
Positions in Å, forces in eV/Å.

Results
Kohn-Sham gap = 8.783 eV
E_tot = -3098.558962 a.u.
energy above the lowest of the compared OMol25 structures with the same formula, charge and spin = 0.000 eV

Mulliken population analysis, charges in e, atoms 1 to 6:
1 O -0.36
2 O -0.45
3 O 0.29
4 O -0.23
5 O -0.37
6 O -0.23


[2]
DFT (wB97M-V/def2-TZVPD) results for a single C4H5NO molecule in a non-equilibrium geometry.

Geometry as XYZ:
```
11
Properties=species:S:1:pos:R:3:forces:R:3
O -0.894373 0.719947 0.381396 -0.1 -0.1 0.1
N -1.753959 -1.471498 0.329152 0.0 0.3 0.2
C 0.575927 -0.994919 -0.061341 0.0 0.2 -0.2
C 0.378523 1.298247 0.059901 0.1 0.0 -0.2
C -0.797859 -0.647486 0.299773 -0.2 -0.4 0.0
C 1.192047 0.124222 -0.417134 -0.3 -0.3 0.0
H 0.789789 1.737054 0.982266 0.0 -0.1 -0.3
H -2.644244 -0.983745 0.387703 -0.1 0.0 0.2
H 2.005450 0.103394 -1.113416 0.8 0.5 0.3
H 0.927312 -2.003085 -0.194656 -0.2 -0.1 -0.2
H 0.260362 2.102509 -0.672227 -0.2 -0.2 0.0
```
Positions in Å, forces in eV/Å.

Results
Kohn-Sham gap = 10.298 eV
E_tot = -285.376859 a.u.
energy above the lowest of the compared OMol25 structures with the same formula, charge and spin = 1.027 eV

Mulliken population analysis, charges in e, atoms 1 to 6:
1 O -0.38
2 N -0.69
3 C -0.32
4 C -0.27
5 C 0.44
6 C -0.28


[3]
DFT (wB97M-V/def2-TZVPD) results for a gas-phase ion, C13H20N (charge +1) in a non-equilibrium geometry.

Geometry as XYZ:
```
34
Properties=species:S:1:pos:R:3:forces:R:3
N 1.173161 0.018991 1.731143 -0.7 -0.1 -1.2
C -0.927264 -1.282453 0.890605 0.0 0.2 0.1
C 1.914945 0.088686 3.045815 0.4 -0.1 1.5
C 2.649934 1.386429 3.137653 0.7 0.6 0.2
C 3.972374 1.658958 3.034676 -1.2 1.1 -0.1
C -1.756785 -0.043199 1.209208 0.0 -0.1 -0.1
C 5.110260 -0.562136 3.121041 1.1 1.5 -0.2
C 2.659898 -1.189101 3.263679 1.0 -0.4 0.0
C -0.952104 1.189197 0.829613 0.2 0.0 0.1
C 0.353704 -1.297349 1.728877 -0.1 -0.1 -0.2
C 2.168258 -0.000374 0.578565 -0.3 0.0 -0.2
C 3.997244 -1.436242 3.204315 -1.6 -1.0 0.0
C 5.102411 0.803862 3.040077 1.1 -1.7 0.0
C 0.330580 1.298049 1.652672 -0.3 0.1 -0.3
H 2.269770 1.012379 0.166872 0.0 -0.5 0.2
H -0.698834 -1.336043 -0.185032 -0.1 0.0 0.3
H 0.984037 2.062752 1.215221 -0.2 -0.2 0.3
H 1.815863 -0.690787 -0.203728 0.1 0.4 0.4
H 4.262522 -2.503172 3.231598 -0.1 0.5 0.3
H -0.714186 1.189195 -0.245981 -0.1 0.0 0.3
H 0.104620 1.596657 2.684376 -0.1 -0.2 -0.3
H 1.100518 0.121177 3.792196 0.1 0.0 -0.3
H -1.528845 2.093763 1.046858 0.1 0.0 -0.2
H 6.091324 -1.051835 3.182129 -0.4 0.3 -0.1
H 2.001245 2.251467 3.332856 0.4 -0.4 -0.2
H 0.117461 -1.533813 2.774305 -0.1 0.3 -0.3
H 6.078495 1.306568 3.061277 -0.5 -0.3 -0.1
H -1.984732 -0.029473 2.284999 0.0 0.0 -0.2
H 4.234893 2.730332 2.970924 -0.3 -0.6 0.4
H 1.027483 -2.078323 1.354324 -0.1 0.3 0.3
H 3.132570 -0.332502 0.970012 -0.2 0.0 -0.2
H 2.010603 -2.052507 3.461987 0.5 0.4 0.0
H -2.716183 -0.057105 0.679364 0.2 0.0 0.1
H -1.502001 -2.180848 1.151492 0.3 0.1 -0.1
```
Positions in Å, forces in eV/Å.

Results
charge = +1
Kohn-Sham gap = 8.293 eV
E_tot = -561.811894 a.u.
energy above the lowest of the compared OMol25 structures with the same formula, charge and spin = 1.908 eV

Mulliken population analysis, charges in e, atoms 1 to 6:
1 N 0.59
2 C -0.73
3 C 0.38
4 C -0.50
5 C -0.36
6 C -0.66


[4]
DFT (wB97M-V/def2-TZVPD) results for a gas-phase ion, C3H4FO2 (charge -1) in a non-equilibrium geometry.

Geometry as XYZ:
```
10
Properties=species:S:1:pos:R:3:forces:R:3
F 0.202970 -2.247945 -0.553603 0.1 -0.5 0.5
O 1.969355 -2.621235 1.504231 -0.7 1.5 -0.1
O 2.131025 -0.344636 1.776891 -0.8 -1.3 -0.6
C -0.379061 0.141451 0.182017 2.0 -4.3 1.2
C 0.945582 -1.178459 -0.033114 -5.4 2.4 -0.4
C 1.702512 -1.413985 1.224688 2.3 -0.4 1.3
H -1.032855 0.219507 -0.649188 0.0 0.3 -1.3
H 0.174866 0.978049 0.511504 0.2 1.0 0.3
H -1.031248 -0.306865 0.960136 0.7 0.5 0.0
H 1.423085 -0.846214 -0.899692 1.7 0.8 -0.8
```
Positions in Å, forces in eV/Å.

Results
charge = -1
Kohn-Sham gap = 8.636 eV
E_tot = -367.075460 a.u.
energy above the lowest of the compared OMol25 structures with the same formula, charge and spin = 0.882 eV

Mulliken population analysis, charges in e, atoms 1 to 6:
1 F -0.32
2 O -0.72
3 O -0.73
4 C -1.07
5 C 0.14
6 C 0.54


- Which value of energy above the lowest of the compared OMol25 structures with the same formula, charge and spin does entry 1 give?
  0.000 eV


- E_tot of number 1 (C40H105N7O15)?
  -3098.558962 a.u.